Record 1
Here is a cluster of 2 separate species, CH3NSi in total at a distorted geometry from the OMol25 dataset. Energies are from ωB97M-V/def2-TZVPD.

* HOMO-LUMO gap: 7.921 eV
* ΔE to the lowest compared entry with this formula, charge and spin: 3.407 eV

Each line ends with the Mulliken charge.
Cartesian coordinates (Å):
1 C -0.431 1.552 0.916  -0.18
2 N 0.020 2.323 1.642  -0.42
3 Si 0.135 -0.838 -0.615  0.61
4 H 0.289 -1.296 0.792  0.03
5 H -1.135 -0.646 -1.156  -0.01
6 H 1.121 -1.094 -1.579  -0.03

=====

Record 2
Here is a structure of composition C4H8F3O5SSr at a distorted geometry from the OMol25 dataset. Energies are from ωB97M-V/def2-TZVPD.

* HOMO-LUMO gap: 8.541 eV
* charge: +1
* ΔE to the lowest compared entry with this formula, charge and spin: 0.000 eV

Each line ends with the Mulliken charge.
Cartesian coordinates (Å):
1 O -1.122 -0.148 0.898  -0.71
2 O -2.591 -0.848 0.784  -0.47
3 C -2.814 -1.316 -0.482  0.00
4 O -2.950 -0.151 -1.325  -0.43
5 C -2.995 -0.381 -2.727  -0.71
6 Sr -2.126 1.518 0.070  1.85
7 H -3.759 -1.880 -0.504  0.33
8 H -1.960 -1.900 -0.863  0.30
9 H -3.211 0.585 -3.195  0.26
10 H -2.023 -0.756 -3.077  0.32
11 H -3.778 -1.115 -2.959  0.28
12 S 1.808 0.268 0.969  0.54
13 O 1.883 -0.658 -0.175  -0.53
14 O 3.269 0.484 1.622  -0.24
15 C 1.829 1.974 0.165  0.66
16 F 2.683 2.025 -0.822  -0.20
17 F 0.583 2.183 -0.363  -0.23
18 F 2.062 2.921 1.035  -0.22
19 C 3.705 -0.520 2.563  -0.68
20 H 4.787 -0.383 2.645  0.24
21 H 3.535 -1.551 2.230  0.34
22 H 3.185 -0.349 3.512  0.32

=====

Record 3
Here is a cluster of 8 separate species, C33H46N10OP in total at a distorted geometry from the OMol25 dataset. Energies are from ωB97M-V/def2-TZVPD.

* HOMO-LUMO gap: 4.837 eV
* charge: +1
* ΔE to the lowest compared entry with this formula, charge and spin: 0.690 eV

Each line ends with the Mulliken charge.
Cartesian coordinates (Å):
1 C 5.262 -3.769 3.160  -0.74
2 N 3.808 -3.498 2.952  -0.18
3 C 3.493 -3.033 1.587  -0.94
4 N 2.762 -1.733 1.722  0.40
5 C 3.288 -0.446 1.620  -0.24
6 C 2.113 0.344 1.885  -0.47
7 N 1.001 -0.456 2.128  0.06
8 C 1.427 -1.763 2.030  -0.01
9 P 0.255 -3.209 2.341  0.40
10 O -1.123 -2.679 2.624  -0.66
11 H 5.920 -3.487 2.305  0.31
12 H 5.357 -4.848 3.449  0.23
13 H 5.626 -3.190 4.055  0.31
14 H 3.554 -2.756 3.608  0.33
15 H 4.387 -2.865 0.938  0.46
16 H 2.840 -3.773 1.044  0.18
17 H 4.338 -0.172 1.418  0.43
18 H 2.148 1.450 1.911  0.50
19 H 0.052 -0.162 2.370  0.30
20 H 0.288 -4.171 1.292  0.16
21 H 0.686 -3.901 3.521  0.11
22 N 0.953 3.922 1.305  0.13
23 C 1.268 4.395 0.056  -0.63
24 C 1.587 5.720 0.176  -0.34
25 C 1.466 6.063 1.549  -0.49
26 C 1.077 4.936 2.221  -0.52
27 H 0.674 2.982 1.516  0.17
28 H 1.236 3.746 -0.805  0.42
29 H 1.876 6.374 -0.632  0.44
30 H 1.645 7.030 1.992  0.44
31 H 0.876 4.766 3.266  0.38
32 N 0.551 -1.742 -1.548  0.18
33 C 1.892 -1.928 -1.538  -0.10
34 C 2.333 -1.929 -2.836  -0.78
35 C 1.195 -1.731 -3.663  -0.48
36 C 0.106 -1.615 -2.836  -0.51
37 H -0.024 -1.700 -0.725  0.15
38 H 2.414 -2.042 -0.604  0.30
39 H 3.355 -2.057 -3.157  0.42
40 H 1.178 -1.678 -4.739  0.41
41 H -0.938 -1.456 -3.051  0.43
42 N -3.545 4.010 0.374  -0.06
43 C -4.646 4.644 0.885  -0.56
44 C -4.227 5.804 1.482  -0.61
45 C -2.819 5.878 1.322  -0.28
46 C -2.427 4.760 0.633  -0.53
47 H -3.555 3.132 -0.115  0.25
48 H -5.630 4.215 0.780  0.49
49 H -4.861 6.522 1.978  0.43
50 H -2.167 6.663 1.672  0.47
51 H -1.453 4.432 0.306  0.43
52 N -6.474 4.687 -2.632  0.06
53 C -5.118 4.497 -2.624  0.07
54 C -4.684 4.496 -3.925  -0.65
55 C -5.820 4.699 -4.750  -0.43
56 C -6.909 4.816 -3.925  -0.60
57 H -7.059 4.726 -1.817  0.20
58 H -4.583 4.378 -1.697  0.03
59 H -3.663 4.366 -4.249  0.41
60 H -5.836 4.755 -5.828  0.49
61 H -7.952 4.979 -4.144  0.40
62 N 7.447 -6.172 0.879  0.01
63 C 8.767 -6.475 0.684  -0.51
64 C 9.246 -5.661 -0.308  -0.38
65 C 8.176 -4.829 -0.727  -0.48
66 C 7.080 -5.165 0.025  -0.48
67 H 6.841 -6.619 1.545  0.22
68 H 9.249 -7.244 1.266  0.38
69 H 10.254 -5.661 -0.692  0.40
70 H 8.207 -4.070 -1.492  0.40
71 H 6.074 -4.777 0.026  0.46
72 N -1.276 -3.990 5.977  0.04
73 C -1.756 -3.221 7.003  -0.38
74 C -1.546 -3.902 8.174  -0.52
75 C -0.911 -5.128 7.844  -0.48
76 C -0.755 -5.153 6.483  -0.36
77 H -1.303 -3.739 5.002  0.22
78 H -2.204 -2.259 6.812  0.37
79 H -1.818 -3.559 9.160  0.39
80 H -0.604 -5.903 8.528  0.39
81 H -0.322 -5.895 5.831  0.35
82 N -6.427 1.949 -7.040  0.04
83 C -5.071 1.761 -7.031  -0.52
84 C -4.636 1.760 -8.331  -0.36
85 C -5.771 1.961 -9.157  -0.42
86 C -6.860 2.077 -8.332  -0.51
87 H -7.012 1.988 -6.224  0.21
88 H -4.537 1.643 -6.102  0.39
89 H -3.614 1.631 -8.653  0.40
90 H -5.788 2.016 -10.234  0.39
91 H -7.903 2.237 -8.552  0.38

=====

Record 4
Here is a structure of composition C36H32Cl3N6O4SeSiY from the OMol25 dataset. Energies are from ωB97M-V/def2-TZVPD.

* HOMO-LUMO gap: 6.373 eV
* ΔE to the lowest compared entry with this formula, charge and spin: 0.519 eV

Each line ends with the Mulliken charge.
Cartesian coordinates (Å):
1 Y 0.913 0.488 -0.023  0.09
2 N 1.895 -0.260 2.543  -0.31
3 C 3.190 -0.934 2.744  -0.83
4 C 4.280 -0.428 1.802  -0.57
5 C 3.947 -0.804 0.367  0.39
6 O 4.501 -1.737 -0.197  -0.71
7 O 2.988 -0.107 -0.155  -0.51
8 H 1.908 0.656 2.982  0.16
9 H 1.172 -0.769 3.043  0.15
10 H 3.034 -2.002 2.569  0.37
11 H 3.537 -0.831 3.777  0.45
12 H 5.226 -0.889 2.086  0.39
13 H 4.370 0.656 1.895  0.21
14 Cl 5.432 6.201 -1.728  -0.24
15 C 4.211 4.965 -1.643  0.38
16 C 3.858 4.440 -0.411  -0.80
17 C 2.891 3.455 -0.391  1.34
18 Cl 2.384 2.787 1.150  -0.34
19 C 2.239 2.952 -1.529  -1.17
20 O 1.333 2.026 -1.449  0.19
21 C 2.642 3.534 -2.743  0.44
22 Cl 1.898 2.981 -4.205  -0.23
23 C 3.610 4.519 -2.808  -0.76
24 H 4.324 4.787 0.499  0.48
25 H 3.894 4.932 -3.765  0.45
26 Se -3.650 -4.391 -4.883  0.21
27 N -3.989 -2.849 -4.018  -0.93
28 C -2.854 -2.420 -3.550  1.08
29 C -2.720 -1.187 -2.780  0.91
30 C -3.794 -0.329 -2.558  -0.85
31 C -3.586 0.805 -1.805  -1.24
32 C -2.318 1.034 -1.278  -0.06
33 N -1.290 0.217 -1.471  0.86
34 C -1.478 -0.869 -2.227  -0.96
35 C -0.298 -1.722 -2.468  -0.41
36 N 0.851 -1.347 -1.881  0.61
37 C 1.950 -2.050 -2.147  -0.24
38 C 1.948 -3.171 -2.977  -1.15
39 C 0.763 -3.591 -3.533  -0.76
40 C -0.391 -2.852 -3.277  0.85
41 C -1.696 -3.241 -3.806  0.96
42 N -1.896 -4.331 -4.486  -0.94
43 H -4.763 -0.566 -2.975  0.56
44 H -4.381 1.511 -1.608  0.51
45 H -2.125 1.902 -0.667  -0.06
46 H 2.859 -1.729 -1.653  0.27
47 H 2.877 -3.694 -3.151  0.50
48 H 0.704 -4.471 -4.160  0.54
49 C -3.048 3.075 1.718  -1.40
50 Si -1.152 3.009 1.641  0.52
51 C -0.637 4.031 0.149  -1.16
52 C -0.417 3.851 3.173  -1.42
53 N -0.642 1.346 1.474  1.69
54 C -1.124 0.447 2.406  0.09
55 C -1.719 0.807 3.636  -0.82
56 C -2.141 -0.121 4.573  -1.10
57 C -1.991 -1.479 4.343  -1.02
58 C -1.432 -1.888 3.141  -0.53
59 C -1.052 -0.948 2.205  -0.43
60 O -0.455 -1.358 0.992  1.79
61 C -0.856 -2.584 0.464  -0.68
62 C -2.172 -2.765 0.065  0.46
63 C -2.515 -3.941 -0.583  -0.73
64 C -1.552 -4.914 -0.825  -0.87
65 C -0.246 -4.717 -0.409  -0.84
66 C 0.114 -3.546 0.249  -0.35
67 H -3.409 3.707 2.531  0.34
68 H -3.485 2.084 1.857  0.38
69 H -3.453 3.492 0.793  0.42
70 H -1.370 4.837 0.042  0.55
71 H -0.579 3.501 -0.802  0.23
72 H 0.332 4.503 0.307  0.29
73 H -0.032 4.839 2.908  0.41
74 H 0.419 3.278 3.581  0.30
75 H -1.139 3.989 3.978  0.45
76 H -1.838 1.853 3.877  0.32
77 H -2.583 0.231 5.496  0.43
78 H -2.303 -2.213 5.074  0.42
79 H -1.312 -2.941 2.923  0.53
80 H -2.898 -1.983 0.254  0.55
81 H -3.535 -4.096 -0.911  0.46
82 H -1.821 -5.827 -1.340  0.43
83 H 0.508 -5.471 -0.597  0.47
84 H 1.132 -3.362 0.568  0.55

=====

Record 5
Here is a structure of composition C4H7NO2P at a distorted geometry from the OMol25 dataset. Energies are from ωB97M-V/def2-TZVPD.

* HOMO-LUMO gap: 8.244 eV
* charge: +1
* ΔE to the lowest compared entry with this formula, charge and spin: 3.419 eV

Each line ends with the Mulliken charge.
Cartesian coordinates (Å):
1 C -0.650 -1.633 -0.511  -0.27
2 C 0.555 1.536 -0.866  0.16
3 C -1.436 -0.391 -0.721  -0.04
4 C -0.189 0.299 -0.328  -0.15
5 N 0.425 -0.999 -0.044  0.17
6 O 1.724 1.636 -0.959  -0.35
7 O -0.049 1.066 1.588  -0.53
8 P 2.051 -1.013 0.605  -0.02
9 H -0.818 -2.648 -0.451  0.46
10 H -0.130 2.364 -1.229  0.35
11 H -1.913 -0.086 -1.756  0.35
12 H -2.192 -0.213 0.015  0.24
13 H -0.770 1.639 1.661  0.28
14 H 1.582 -1.779 1.814  0.15
15 H 1.810 0.222 1.180  0.20

=====

Record 6
Here is an isolated molecule of C14H17ClN4O2S at a distorted geometry from the OMol25 dataset. Energies are from ωB97M-V/def2-TZVPD.

* HOMO-LUMO gap: 8.303 eV
* ΔE to the lowest compared entry with this formula, charge and spin: 15.830 eV

Each line ends with the Mulliken charge.
Cartesian coordinates (Å):
1 C -5.507 -0.450 0.718  -2.00
2 C -4.043 0.201 0.806  -0.71
3 C -3.112 -0.013 -0.391  -0.38
4 H -3.080 -1.214 -0.480  0.25
5 H -3.695 0.072 -1.446  0.23
6 C -1.963 0.467 -0.137  -0.18
7 N -1.140 0.124 -1.134  0.80
8 C 0.128 0.820 -1.743  0.28
9 N 0.548 0.228 -2.800  0.07
10 N -0.278 -0.739 -3.040  -0.85
11 N -1.351 -0.485 -2.207  -0.33
12 S 0.818 2.129 -0.796  -0.20
13 C 2.571 1.802 -1.607  -0.62
14 C 3.173 0.677 -1.558  0.30
15 O 3.897 0.310 -2.620  -0.62
16 C 2.666 -0.431 -0.440  -0.35
17 C 2.397 -1.821 -0.960  -0.81
18 C 1.836 -2.648 -0.035  -0.08
19 C 1.894 -2.182 1.169  -0.19
20 C 2.180 -1.005 1.808  -1.27
21 C 2.641 -0.095 0.715  1.68
22 O 3.020 1.231 1.329  -0.40
23 C 3.130 1.596 2.595  -1.20
24 H 3.487 2.538 2.759  0.30
25 H 3.762 0.976 2.883  0.55
26 H 2.204 1.514 2.937  0.44
27 H 2.161 -1.029 2.745  0.88
28 H 1.441 -2.857 1.896  0.26
29 Cl 1.277 -4.176 -0.572  -0.20
30 H 2.453 -1.913 -1.997  0.54
31 H 2.477 2.515 -2.547  0.46
32 H 3.162 2.590 -1.007  0.38
33 H -1.973 1.684 -0.099  0.21
34 H -1.446 0.070 0.707  0.21
35 H -4.357 1.226 0.895  0.34
36 H -3.696 0.062 1.774  0.53
37 H -6.178 -0.213 1.304  0.75
38 H -6.039 -0.077 -0.009  0.55
39 H -5.469 -1.486 0.583  0.38

=====

| no. | molar mass (g/mol) | LUMO (eV) |
| --- | --- | --- |
| 1 | 57.128 | -2.3 |
| 2 | 312.784 | -4.2 |
| 3 | 629.774 | -4.4 |
| 4 | 915.001 | -1.1 |
| 5 | 132.079 | -6.3 |
| 6 | 340.836 | -0.3 |